[1]
Molecular formula: C18H18F
Method: DFT, wB97M-V/def2-TZVPD

Results
M, g mol⁻¹: 253.34
Orbital gap, eV: 4.91
E, eV: -21665.396
Total charge: +1
Multiplicity: 1
LUMO energy, hartree: -0.248
Energy above the lowest of the compared OMol25 structures with the same formula, charge and spin, eV: 1.379

Last column: Mulliken charge in e.
Element x y z (Å)
F 2.3477 1.3490 8.7136  -0.317
C 3.3074 -0.1440 7.1559  -0.652
C 3.1242 -1.0772 6.1239  -0.585
C -3.0890 -3.2535 3.4062  -0.816
C -1.8121 -0.3313 6.0630  0.318
C -0.6481 -1.2130 5.7839  0.279
C 0.2906 -2.3541 2.3873  -0.099
C -1.7178 1.0312 6.2686  -0.383
C -0.7866 -2.8301 3.1575  0.115
C 0.2139 -1.4733 1.3240  -0.615
C -3.0666 -0.9165 6.1352  -0.297
C -4.2168 -0.1966 6.3876  -0.818
C -4.0857 1.1516 6.6941  -0.427
C 0.7126 -0.8423 6.2548  0.472
C 1.8474 -1.4098 5.6740  -0.376
C -2.8275 1.7385 6.7103  -0.770
C 0.8787 0.0756 7.2988  -0.843
C -2.1148 -2.4634 2.8599  0.209
C 2.1653 0.4258 7.7001  0.205
H -0.5706 -1.2618 4.6919  -0.418
H -0.8603 -2.2497 6.1468  0.516
H -2.8166 -4.0175 4.1367  0.295
H -2.3525 -1.6282 2.1878  0.231
H 0.0531 0.5446 7.8401  0.715
H 1.7157 -2.1335 4.8706  0.250
H -4.1229 -3.2129 3.0805  0.322
H -0.6176 -0.7534 1.3708  0.248
H 1.2898 -2.7704 2.5524  0.387
H -0.7930 1.5599 6.1554  0.754
H -2.6915 2.7501 7.0791  0.401
H -4.9848 1.7194 6.9175  0.388
H -5.1811 -0.6966 6.3882  0.405
H 4.2991 0.1164 7.5162  0.454
H 3.9766 -1.5928 5.6684  0.365
H 0.9271 -1.4517 0.4753  0.282
H -0.5924 -3.4301 4.0388  0.416
H -3.1411 -1.9891 5.9834  0.389



[2]
Molecular formula: C3H3NO3
Method: DFT, wB97M-V/def2-TZVPD

Results
M, g mol⁻¹: 101.06
Orbital gap, eV: 8.86
E, eV: -10789.568
Multiplicity: 1
LUMO energy, hartree: 0.006
Energy above the lowest of the compared OMol25 structures with the same formula, charge and spin, eV: 3.133

Last column: Mulliken charge in e.
Element x y z (Å)
O -0.4643 -0.8623 -2.2608  -0.298
O -1.5579 1.1357 0.1234  -0.646
O 1.2568 -1.5293 0.4410  -0.518
N 1.1613 0.7804 0.4978  -0.315
C -0.7469 -0.5952 -1.1755  0.653
C 0.7492 -0.4595 0.2682  0.408
C -1.3139 -0.0875 0.0312  -0.097
H 2.0586 0.9560 0.9254  0.239
H -1.6202 -0.8656 0.7432  0.335
H 0.4772 1.5274 0.4061  0.241